# 1
Formula: C31H32F6IrN3O8PS2
Source: the Open Molecules 2025 dataset
Level of theory: ωB97M-V with the def2-TZVPD basis set

Each line ends with the Mulliken spin population.
Geometry (Å):
Ir (0.34, -0.42, 0.99)  1.993
F (-1.32, -5.51, 1.78)  0.000
C (-1.75, -4.25, 1.74)  0.003
F (-1.60, -3.79, 0.50)  -0.001
F (-3.03, -4.22, 2.07)  0.003
S (-0.80, -3.21, 2.96)  0.019
O (-0.94, -1.84, 2.46)  0.027
O (-1.37, -3.52, 4.23)  0.003
N (0.69, -3.75, 2.88)  -0.004
S (1.67, -3.07, 1.86)  0.029
O (1.14, -2.94, 0.51)  0.018
O (2.29, -1.85, 2.35)  0.032
C (3.03, -4.30, 1.80)  0.005
F (2.58, -5.47, 1.38)  0.000
F (3.94, -3.85, 0.93)  0.000
F (3.59, -4.43, 2.99)  0.001
O (0.87, 4.37, 6.20)  0.286
C (0.61, 3.24, 6.53)  0.031
O (0.33, 2.53, 7.48)  0.428
C (0.56, 2.26, 5.19)  0.212
C (1.22, 1.06, 5.21)  -0.024
C (1.19, 0.31, 4.05)  0.004
N (0.53, 0.71, 2.95)  0.133
C (-0.14, 1.87, 2.99)  0.067
C (-0.14, 2.71, 4.09)  -0.003
C (-0.95, 2.23, 1.76)  -0.013
O (-1.45, 3.33, 1.67)  0.024
O (-1.05, 1.27, 0.90)  0.144
H (1.73, 0.69, 6.09)  0.009
H (1.70, -0.64, 3.98)  0.014
H (-0.66, 3.65, 4.04)  0.009
C (-3.03, -0.95, -0.01)  0.272
C (-4.05, -0.89, -0.96)  0.082
C (-3.81, -1.27, -2.31)  0.150
C (-4.80, -1.19, -3.25)  -0.100
C (-6.07, -0.73, -2.89)  0.197
C (-6.34, -0.35, -1.57)  -0.084
C (-5.35, -0.44, -0.62)  0.184
C (-7.11, -0.64, -3.88)  -0.033
N (-7.94, -0.58, -4.67)  0.080
H (-2.04, -1.28, -0.32)  0.291
H (-3.17, -0.67, 1.02)  -0.005
H (-2.83, -1.62, -2.59)  0.032
H (-4.62, -1.48, -4.28)  -0.004
H (-7.33, 0.00, -1.30)  -0.003
H (-5.55, -0.14, 0.40)  0.008
C (0.61, -1.59, -2.43)  0.103
C (1.82, -0.66, -2.24)  -0.051
C (3.02, -1.50, -1.80)  0.028
C (2.12, 0.00, -3.59)  0.009
P (1.36, 0.59, -0.92)  0.450
C (0.25, 1.70, -1.85)  -0.098
C (0.68, 2.86, -2.50)  -0.002
C (-0.18, 3.59, -3.30)  -0.001
C (-1.49, 3.17, -3.47)  0.003
C (-1.94, 2.02, -2.84)  -0.006
C (-1.07, 1.30, -2.03)  -0.055
C (2.85, 1.56, -0.35)  -0.014
C (3.85, 1.97, -1.44)  0.005
C (3.61, 0.72, 0.69)  0.027
C (2.34, 2.81, 0.38)  -0.008
H (0.88, -2.35, -3.16)  -0.001
H (-0.25, -1.04, -2.82)  0.004
H (0.33, -2.10, -1.51)  -0.033
H (3.17, -2.29, -2.54)  0.000
H (2.86, -1.98, -0.84)  -0.008
H (3.94, -0.92, -1.75)  0.000
H (2.35, -0.79, -4.31)  0.001
H (2.98, 0.67, -3.55)  -0.001
H (1.26, 0.56, -3.97)  0.000
H (1.70, 3.20, -2.41)  0.000
H (0.17, 4.49, -3.79)  0.000
H (-2.17, 3.75, -4.09)  0.000
H (-2.96, 1.69, -2.95)  -0.004
H (-1.45, 0.43, -1.52)  0.107
H (4.34, 1.11, -1.90)  0.001
H (4.64, 2.57, -0.96)  -0.001
H (3.43, 2.58, -2.23)  -0.001
H (4.01, -0.21, 0.28)  0.012
H (2.99, 0.47, 1.55)  0.013
H (4.45, 1.31, 1.05)  0.001
H (1.82, 3.51, -0.26)  0.000
H (3.20, 3.32, 0.83)  0.000
H (1.67, 2.54, 1.20)  0.007

* multiplicity: 6

# 2
Formula: C31H32N2O5S2
Source: the Open Molecules 2025 dataset
Level of theory: ωB97M-V with the def2-TZVPD basis set

Each line ends with the Mulliken charge.
Geometry (Å):
C (4.15, -2.12, -2.73)  -0.661
C (5.25, -1.04, -2.73)  -0.730
N (4.84, 0.21, -2.15)  0.034
C (5.72, 1.22, -1.66)  -0.736
C (4.76, 2.29, -1.08)  -0.774
C (3.43, 1.64, -1.13)  0.221
C (2.21, 1.92, -0.57)  -0.796
C (1.15, 1.03, -0.77)  -0.232
C (0.03, 1.11, 0.21)  -0.481
C (-1.36, 0.83, -0.38)  -0.457
C (-2.23, 1.88, -0.77)  -0.481
C (-3.52, 1.59, -1.26)  0.260
C (-3.81, 0.24, -1.50)  0.441
N (-5.09, 0.07, -1.84)  -0.042
C (-5.73, -1.23, -1.80)  -0.720
C (-4.72, -2.33, -2.16)  -0.882
C (-3.38, -2.19, -1.45)  -0.716
C (-2.98, -0.81, -1.15)  -0.337
C (-1.74, -0.49, -0.58)  -0.333
C (-5.84, 1.32, -1.94)  -0.733
C (-4.72, 2.38, -1.67)  -0.689
C (1.23, -0.01, -1.71)  -0.299
C (2.49, -0.37, -2.26)  -0.351
C (3.53, 0.50, -1.94)  0.436
C (2.80, -1.54, -3.14)  -0.782
H (4.42, -2.93, -3.40)  0.378
H (4.11, -2.55, -1.72)  0.265
H (6.15, -1.36, -2.18)  0.394
H (5.54, -0.87, -3.77)  0.290
H (6.35, 0.80, -0.86)  0.397
H (6.39, 1.64, -2.42)  0.313
H (5.00, 2.57, -0.05)  0.318
H (4.83, 3.23, -1.66)  0.274
H (2.03, 2.80, -0.02)  0.513
H (0.06, 2.10, 0.64)  1.113
H (-1.86, 2.87, -0.65)  0.601
H (-6.16, -1.38, -0.78)  0.316
H (-6.58, -1.21, -2.50)  0.389
H (-5.18, -3.30, -1.94)  0.404
H (-4.55, -2.29, -3.24)  0.305
H (-3.45, -2.70, -0.50)  0.377
H (-2.61, -2.73, -2.03)  0.310
H (-1.08, -1.30, -0.31)  0.687
H (-6.31, 1.48, -2.94)  0.273
H (-6.67, 1.33, -1.20)  0.363
H (-5.02, 3.07, -0.87)  0.313
H (-4.57, 3.00, -2.57)  0.260
H (0.29, -0.56, -2.00)  0.621
H (2.83, -1.26, -4.21)  0.289
H (2.00, -2.29, -3.04)  0.379
C (1.59, -2.13, 0.94)  -0.789
O (0.43, -1.21, 1.14)  -0.322
C (0.39, 0.19, 1.57)  -0.170
S (-1.17, 0.45, 2.62)  1.339
O (-1.47, 1.80, 2.28)  -0.636
O (-2.07, -0.63, 2.35)  -0.621
C (-0.58, 0.32, 4.32)  0.865
C (0.79, 0.35, 4.53)  -0.157
C (1.22, 0.38, 5.85)  -0.655
C (0.34, 0.26, 6.92)  -0.684
C (-1.05, 0.19, 6.64)  -0.494
C (-1.52, 0.26, 5.33)  -0.777
S (1.71, 0.50, 2.95)  1.548
O (2.68, -0.57, 3.16)  -0.666
O (2.09, 1.88, 2.77)  -0.633
H (1.41, -2.58, -0.06)  0.217
H (2.54, -1.57, 0.96)  0.332
H (1.57, -2.93, 1.65)  0.328
H (2.26, 0.51, 5.99)  0.503
H (0.73, 0.15, 7.93)  0.408
H (-1.71, -0.04, 7.48)  0.352
H (-2.61, 0.17, 5.12)  0.407

* multiplicity: 1
* structure (SMILES): COC1(C(c2cc3c4c(c2)CCN4CCC3)c2cc3c4c(c2)CCN4CCC3)S(=O)(=O)c2ccccc2S1(=O)=O

Computed electronic energy, in the same sequence as the records: -103614.738 -67550.564 eV.
Computed largest force on an atom, in the same sequence as the records: 0.7 3.2 eV/Å.